Record 1
Molecular formula: C2H6NO3P
Method: DFT, the ωB97M-V functional and the def2-TZVPD basis

The geometry in XYZ format:
```
13
Properties=species:S:1:pos:R:3:mulliken_charge:R:1
C -1.3541 -1.4016 -0.0664 -0.836
C 1.1290 1.6644 -0.1032 -1.006
N -0.9057 -0.1043 -0.1718 0.399
O 1.0096 -0.4785 1.5245 -0.622
O -1.5027 0.8229 0.4647 -0.315
O 1.2908 -1.0637 -0.9846 -0.683
P 0.9903 -0.1580 0.0772 0.929
H -2.2792 -1.3836 0.3309 0.435
H -0.6623 -2.0696 0.4228 0.333
H -1.2183 -1.8382 -1.1350 0.306
H 0.9746 1.9322 -1.0705 0.381
H 0.3882 2.0750 0.5141 0.349
H 2.1399 2.0030 0.1974 0.329
```

* HOMO energy (alpha / beta): -10.63 / -10.63 eV

=====

Record 2
Molecular formula: C32H30CdN5SSe
Method: DFT, the ωB97M-V functional and the def2-TZVPD basis

The geometry in XYZ format:
```
70
Properties=species:S:1:pos:R:3:mulliken_charge:R:1
Cd -0.7681 -0.9042 0.2094 1.297
C 0.6594 -3.2045 -1.6661 -0.644
C -0.6782 -2.8763 -1.2733 -0.827
C -1.2232 -2.0623 -2.3174 -0.977
C -0.2439 -1.8807 -3.2880 -0.310
C 0.9181 -2.5931 -2.8880 -0.665
H 1.3437 -3.8434 -1.1235 0.373
H -1.2840 -3.4504 -0.5799 0.873
H -2.2452 -1.7122 -2.3571 0.500
H -0.3421 -1.2859 -4.1867 0.462
H 1.8514 -2.6390 -3.4353 0.444
C 3.0873 1.0266 1.4144 -1.585
C 1.9499 0.0937 1.7029 0.939
N 0.7618 0.4879 1.9393 -0.277
N 0.5183 1.8114 1.7995 0.025
C -0.6920 2.3303 2.1888 -0.015
N -0.8766 3.5924 1.6910 -0.414
S -1.7647 1.5837 3.1856 -0.295
C 2.1261 -1.3904 1.7353 0.229
C 3.3290 -2.0176 2.0200 -0.952
C 3.3548 -3.4023 2.1024 -0.460
C 2.1910 -4.1185 1.8809 -1.125
C 1.0417 -3.4116 1.5561 -0.532
N 1.0196 -2.0863 1.4880 0.698
H 3.1182 1.8258 2.1590 0.363
H 4.0479 0.5174 1.4116 0.407
H 2.9586 1.4807 0.4230 0.306
H 1.0841 2.3419 1.1473 0.256
H -0.4230 3.8242 0.8178 0.223
H -1.8245 3.9184 1.7815 0.308
H 4.2255 -1.4420 2.2056 0.366
H 4.2786 -3.9149 2.3403 0.406
H 2.1691 -5.1979 1.9393 0.447
H 0.1134 -3.9199 1.3284 0.574
Se -3.3553 -1.3647 0.8883 -0.320
C -3.1485 -2.7011 2.2140 0.124
C -2.0023 -2.8179 3.0072 -0.377
C -1.9251 -3.8171 3.9631 -0.418
N -2.8872 -4.7117 4.2027 -0.662
C -3.9827 -4.5926 3.4477 -0.300
C -4.1605 -3.6320 2.4667 -0.409
H -1.1857 -2.1155 2.8903 0.526
H -1.0351 -3.9017 4.5811 0.382
H -4.7679 -5.3189 3.6381 0.323
H -5.0762 -3.6017 1.8898 0.348
C -2.1766 5.0867 -3.6371 -0.422
C -2.8704 5.0217 -2.4369 -0.630
C -2.6781 3.9468 -1.5792 -0.399
C -1.7832 2.9223 -1.8910 0.337
C -1.1127 2.9879 -3.1150 0.023
C -1.3006 4.0602 -3.9730 -0.704
C -1.6052 1.7835 -0.9540 -0.180
C -0.4893 1.0891 -0.6966 -1.643
C 0.8665 1.4890 -1.1243 1.877
C 1.3290 2.8075 -0.9998 -0.348
C 2.6436 3.1479 -1.2912 -0.778
C 3.5347 2.1807 -1.7455 -0.787
C 3.0881 0.8718 -1.8902 -0.645
C 1.7856 0.5265 -1.5577 -0.031
H -2.3286 5.9189 -4.3132 0.372
H -3.5698 5.8057 -2.1720 0.373
H -3.2253 3.8971 -0.6435 0.409
H -0.4513 2.1749 -3.3907 0.425
H -0.7675 4.0906 -4.9158 0.389
H -2.5209 1.4913 -0.4401 0.351
H 0.6254 3.5807 -0.7057 0.186
H 2.9690 4.1763 -1.1816 0.409
H 4.5609 2.4413 -1.9739 0.346
H 3.7650 0.1029 -2.2448 0.473
H 1.4561 -0.5071 -1.6682 -0.039
```

* net charge: -1
* HOMO energy: -4.18 eV

=====

Record 3
Molecular formula: C5H11IN
Method: DFT, the ωB97M-V functional and the def2-TZVPD basis

The geometry in XYZ format:
```
18
Properties=species:S:1:pos:R:3:mulliken_charge:R:1
C 0.8918 -1.6117 0.0816 -0.727
C -0.5850 -1.4149 -0.2562 -0.555
C 0.3925 -0.2957 -0.2196 0.274
C -1.5365 1.3893 1.0436 -0.808
C 0.2926 0.7070 0.8777 -0.750
N 0.7587 0.3324 -1.5634 0.025
I 1.8365 2.2445 0.8955 0.212
H 1.1354 -1.8011 1.1497 0.233
H 1.5396 -2.0740 -0.6554 0.233
H -0.9640 -1.6380 -1.2841 0.225
H -1.2679 -1.5544 0.4689 0.307
H -1.4508 2.4162 1.3556 0.365
H -1.9377 0.7967 1.7637 0.341
H -1.9311 1.3100 -0.0144 0.269
H 0.4078 -0.0256 1.7048 0.367
H -0.1204 0.7277 -2.0353 0.406
H 1.1625 -0.4829 -2.1723 0.415
H 1.3761 0.9747 -1.1403 0.169
```

* net charge: +1
* HOMO energy (alpha / beta): -9.36 / -13.92 eV
* spin multiplicity: 3
* <S²>: 2.01

=====

Record 4
Molecular formula: C6H12O
Method: DFT, the ωB97M-V functional and the def2-TZVPD basis

The geometry in XYZ format:
```
19
Properties=species:S:1:pos:R:3:mulliken_charge:R:1
C 2.0427 2.4917 1.4947 -1.051
C 1.1180 1.3736 1.8893 -0.049
C 0.1598 0.9258 1.0937 -0.208
O -0.6872 -0.0940 1.4353 -0.538
H 3.0447 2.1088 1.2934 0.258
H 1.6678 2.9749 0.5951 0.300
H 2.0943 3.2585 2.2657 0.310
H 1.2842 0.8627 2.8272 0.345
H -0.0486 1.4098 0.1431 0.274
H -1.0401 -0.4799 0.6225 0.333
C -2.3462 -1.6440 -0.9698 -0.669
C -1.0932 -2.0376 -1.1426 -0.044
C -0.1178 -1.4393 -2.1125 -0.939
H -3.0271 -2.1542 -0.3004 0.281
H -2.7490 -0.7993 -1.5188 0.242
H -0.7050 -2.8616 -0.5518 0.283
H 0.2028 -2.2029 -2.8163 0.330
H -0.5736 -0.6097 -2.6554 0.283
H 0.7736 -1.0834 -1.5921 0.260
```

* SMILES string: C/C=C/O.C=CC
* HOMO energy: -8.49 eV

=====

Record 5
Molecular formula: C20H24N4O3S2
Method: DFT, the ωB97M-V functional and the def2-TZVPD basis

The geometry in XYZ format:
```
53
Properties=species:S:1:pos:R:3:mulliken_charge:R:1
C -1.6653 -2.6842 0.4126 -1.300
C -0.2302 -3.1735 0.5736 -0.569
C 0.6497 -2.9759 -0.6746 1.307
C 0.0383 -3.6345 -1.9096 -2.034
C 2.0447 -3.5537 -0.4164 -1.934
N 0.7706 -1.5473 -0.9748 0.041
C 1.3294 -0.6298 -0.1848 -0.255
O 1.8952 -0.8417 0.8726 -0.699
C 1.1783 0.8045 -0.7394 0.293
C 2.2135 1.7289 -0.2103 -0.409
S 3.1836 1.3207 1.1666 -0.015
C 4.0015 2.8283 1.0534 -0.507
C 3.5561 3.5918 0.0250 -0.756
C 2.5195 2.9670 -0.7097 0.365
C 1.8296 3.6019 -1.8730 -1.373
N -0.1904 1.2607 -0.4393 0.581
C -0.4597 1.9146 0.8343 -0.930
C -1.1690 1.0361 1.8113 0.236
C -0.7300 -0.0036 2.5755 -0.193
C -1.8579 -0.4618 3.2990 -0.929
C -2.8937 0.3348 2.9255 -0.575
O -2.4896 1.2481 2.0269 -0.388
C -1.1565 0.9047 -1.3057 1.079
O -0.9330 0.2978 -2.3429 -0.752
C -2.5538 1.2704 -0.9326 -0.541
C -3.1675 2.4971 -1.0124 0.004
S -4.7929 2.3054 -0.5315 0.081
N -4.5636 0.6874 -0.2768 -0.737
N -3.3979 0.3023 -0.5228 0.172
H -1.6980 -1.6540 0.0668 0.236
H -2.2168 -3.2998 -0.2928 0.397
H -2.1791 -2.7282 1.3697 0.392
H 0.2422 -2.6382 1.3980 0.251
H -0.2353 -4.2354 0.8261 0.543
H -0.1604 -4.6845 -1.7125 0.395
H -0.8940 -3.1490 -2.1856 0.500
H 0.7253 -3.5649 -2.7502 0.451
H 2.4898 -3.0846 0.4559 0.398
H 1.9779 -4.6247 -0.2465 0.473
H 2.6899 -3.3744 -1.2736 0.404
H 0.2527 -1.2188 -1.7820 0.453
H 1.2398 0.7672 -1.8356 0.711
H 4.7784 3.0606 1.7543 0.471
H 3.9440 4.5655 -0.2170 0.444
H 0.8679 4.0157 -1.5668 0.208
H 2.4363 4.4098 -2.2736 0.444
H 1.6425 2.8767 -2.6632 0.312
H -1.0585 2.8140 0.6636 0.486
H 0.5070 2.2111 1.2464 0.537
H 0.2698 -0.3851 2.6117 0.740
H -1.8866 -1.2692 4.0011 0.503
H -3.9272 0.3544 3.2081 0.514
H -2.7662 3.4395 -1.3222 0.474
```

* SMILES string: CCC(C)(C)NC(=O)[C@H](c1sccc1C)N(Cc1ccco1)C(=O)c1csnn1
* HOMO energy: -8.55 eV

=====

Record 6
Molecular formula: C4H13N2
Method: DFT, the ωB97M-V functional and the def2-TZVPD basis

The geometry in XYZ format:
```
19
Properties=species:S:1:pos:R:3:mulliken_charge:R:1
C 1.8626 -0.1652 0.6777 -0.764
N 2.4564 -0.5848 -0.5654 -0.360
C 0.3788 -0.3138 0.6812 -0.395
N -1.2562 -0.2998 -1.8292 -0.430
C -2.0154 0.2831 1.1845 -1.225
C -0.5771 0.6157 1.0490 0.547
H 2.2426 0.8331 0.9183 0.296
H 2.2597 -0.7660 1.5050 0.373
H 2.8260 -1.5092 -0.6765 0.216
H 2.2203 -0.0254 -1.3649 0.155
H 0.1148 -1.3709 0.6502 0.268
H -0.5665 0.1034 -1.2605 -0.220
H -0.9072 -0.6737 -2.7095 0.272
H -1.9680 0.3724 -2.1166 0.320
H -2.2581 -0.6892 0.7678 0.321
H -2.5818 1.0680 0.6873 0.351
H -2.2815 0.2665 2.2478 0.401
H 0.2858 1.2393 -1.1558 0.444
H -0.2352 1.6165 1.3096 0.431
```

* net charge: +1
* HOMO energy: -13.26 eV

=====

Record 7
Molecular formula: C6H13NO
Method: DFT, the ωB97M-V functional and the def2-TZVPD basis

The geometry in XYZ format:
```
21
Properties=species:S:1:pos:R:3:mulliken_charge:R:1
C 0.7649 -3.2205 0.0132 -1.648
C -0.0729 -1.9406 0.2889 0.573
C -0.3724 -1.8509 1.8085 -1.278
C 0.6158 -0.7049 -0.2022 -1.156
C -0.5397 0.3470 -0.5989 -0.701
N -0.0267 1.6513 -0.9540 -0.077
C -0.3764 2.7421 -0.1845 0.219
O -0.0414 3.8879 -0.5034 -0.548
H 1.6320 -3.3284 0.7220 0.344
H 0.0387 -3.9607 0.0529 0.440
H 1.0014 -3.1441 -0.9897 0.452
H -1.0744 -2.1949 -0.2348 0.273
H 0.6240 -2.1272 2.3702 0.272
H -1.1822 -2.5328 2.1389 0.355
H -0.7942 -0.9002 2.1911 0.319
H 1.1663 -0.2759 0.5017 0.526
H 1.3814 -0.7676 -0.8539 0.707
H -1.1846 -0.0527 -1.4932 0.173
H -1.3040 0.4639 0.2272 0.316
H 0.7790 1.5773 -1.5662 0.243
H -0.6812 2.3476 0.8885 0.195
```

* SMILES string: CC(C)CCNC=O
* HOMO energy: -9.53 eV

=====

Energy: -19090.228; -121867.788; -14940.362; -8462.647; -54902.519; -7326.513; -9968.778 (eV)
Energy relative to the best compared isomer or geometry (same formula, charge and spin): 92.2; 0.0; 73.6; 39.4; 41.1; 160.8; 55.3 (kcal/mol)